Density functional theory data (ωB97M-V with the def2-TZVPD basis set) for a 14-piece molecular cluster, C34H94BFN4O21PS2 overall at a distorted geometry.

Structure (ORCA input):
```
! wB97M-V def2-TZVPD RIJCOSX def2/J DEFGRID3
* xyz 1 1
C -1.95382 0.89632 4.98219
C -1.90526 0.52406 3.46652
S -1.20807 -1.13390 3.40289
C -0.73280 -1.68540 1.75462
N 0.76836 -1.68886 1.41374
P 1.52664 -2.67831 2.71704
O 1.17045 -4.12528 2.65522
C 0.92782 -2.22631 0.00298
C 0.18470 -3.51261 -0.41894
C 0.77562 -4.92090 -0.19596
C 1.32898 -5.51125 -1.54083
C 2.29208 -6.70488 -1.23645
C 3.61519 -6.66395 -2.03601
O 3.56789 -7.66176 -3.08142
C 4.07093 -7.16380 -4.26903
C 3.15434 -6.16672 -4.99646
O 5.13613 -7.49266 -4.69034
C 2.33655 -2.13546 -0.68568
N 3.26811 -3.24716 -0.62987
C 3.75132 -3.68760 0.40802
O 4.08976 -4.21710 1.38094
C 2.96900 -0.68710 -0.59850
C 2.33021 0.14168 -1.76787
C 2.69135 1.63203 -1.90699
O 3.65362 1.71531 -2.97521
C 1.48881 2.55453 -2.29187
N 1.30049 3.51173 -1.17685
S 4.77571 -0.72649 -0.93315
O 5.00411 -1.16228 -2.28807
O 5.54462 -1.45461 0.06283
F 5.35423 0.77577 -0.81732
C 2.77047 -0.16244 0.83778
C 1.36209 -0.29803 1.52643
N 1.74013 -0.07512 2.94317
B 0.50207 0.97302 1.03265
O 0.89311 2.13889 1.68484
C -0.58488 1.18985 -0.10050
C -2.06217 1.45080 0.35269
H -2.29823 0.03228 5.56370
H -2.55080 1.79139 5.15619
H -0.89554 1.05202 5.27204
H -2.94045 0.53204 3.10068
H -1.36392 1.33412 2.96744
H -1.30886 -1.30042 0.90361
H -1.00652 -2.75039 1.81665
H 2.90732 -2.39175 2.59803
H 1.21078 -2.30032 4.03012
H 0.37353 -1.46171 -0.57430
H -0.87832 -3.52219 -0.13519
H 0.10819 -3.40738 -1.51783
H 1.55977 -5.06129 0.54699
H -0.04286 -5.60252 0.08518
H 1.81413 -4.73717 -2.15125
H 0.50615 -5.93919 -2.13116
H 2.54166 -6.77794 -0.16922
H 1.78884 -7.64376 -1.50335
H 4.43193 -6.96991 -1.36361
H 3.87594 -5.66584 -2.41064
H 2.95672 -5.32025 -4.32417
H 3.63055 -5.80227 -5.90699
H 2.19121 -6.65954 -5.17851
H 2.02846 -2.16764 -1.74653
H 2.70741 -0.36096 -2.67415
H 1.24051 0.02521 -1.78621
H 3.18380 2.06142 -1.02092
H 4.34283 2.33758 -2.73024
H 1.78201 3.15873 -3.17105
H 0.55118 2.02511 -2.49573
H 2.11733 4.09145 -1.06059
H 0.45662 4.05780 -1.30574
H 2.99738 0.91701 0.87153
H 3.53373 -0.62341 1.48884
H 0.99248 0.36709 3.46809
H 2.51914 0.57526 2.98575
H 0.17869 2.78295 1.61681
H -0.30442 2.13398 -0.59209
H -0.63025 0.45307 -0.91734
H -2.56779 0.58761 0.79521
H -2.05975 2.32371 1.02097
H -2.62722 1.77167 -0.53025
C -1.07767 6.57320 0.14905
O -1.13698 5.93945 -1.12781
H -0.84457 5.81478 0.89355
H -0.29635 7.33681 0.16129
H -2.03879 7.03057 0.39356
H -1.34356 6.61937 -1.77557
C -4.59639 4.84845 -0.88148
O -3.60191 4.28681 -0.02165
H -5.57692 4.54190 -0.52023
H -4.52906 5.93484 -0.86523
H -4.45678 4.48660 -1.90036
H -2.74727 4.57467 -0.36160
C -3.10153 6.99538 -4.23932
O -3.75744 6.87694 -2.97921
H -2.17370 6.42916 -4.19099
H -3.72644 6.58529 -5.03558
H -2.87098 8.04176 -4.45664
H -4.57608 7.37785 -3.03189
C 3.41652 4.30274 -6.15416
O 2.56900 3.38601 -5.46698
H 3.89286 4.94163 -5.41390
H 4.18707 3.76634 -6.71321
H 2.83531 4.92357 -6.84063
H 2.15580 2.82825 -6.13133
C 2.21276 7.46319 -1.96875
O 2.77866 6.15598 -2.01965
H 1.22070 7.41597 -2.41124
H 2.12780 7.80472 -0.93381
H 2.82414 8.16760 -2.53663
H 3.65565 6.20917 -1.62867
C 2.15169 1.31010 6.77651
O 0.83449 1.78922 6.49522
H 2.08395 0.26550 7.07196
H 2.77815 1.39193 5.88395
H 2.59173 1.88767 7.59188
H 0.91597 2.71332 6.24027
C -5.92722 2.55023 5.85951
O -5.11345 1.48316 5.37263
H -5.30334 3.19884 6.46950
H -6.33846 3.12850 5.02878
H -6.74242 2.16035 6.47267
H -5.67435 0.91642 4.83653
C -1.44113 -8.14361 -2.74231
O -1.31835 -6.86635 -3.36412
H -0.45308 -8.45621 -2.40975
H -2.10964 -8.08595 -1.87840
H -1.82721 -8.87904 -3.45088
H -2.19812 -6.60166 -3.65135
C -5.81554 2.55922 -3.73904
O -5.55032 3.82616 -4.33261
H -4.88196 2.16186 -3.34646
H -6.53017 2.66962 -2.91904
H -6.21403 1.86285 -4.48089
H -6.38171 4.16537 -4.67452
C 6.00753 -0.87100 3.80728
O 5.31514 0.37165 3.94661
H 5.50694 -1.44918 3.03228
H 7.04125 -0.69160 3.50706
H 5.98294 -1.42784 4.74683
H 5.76551 0.87275 4.63180
C 0.57936 1.75989 10.60884
O 0.38211 2.60088 9.47660
H 0.97233 2.36884 11.41923
H -0.36672 1.31333 10.92486
H 1.29659 0.96671 10.37823
H 0.03672 2.05155 8.76516
C -3.65513 -4.06232 -1.80209
O -3.23224 -5.41867 -1.90553
H -4.66404 -3.98486 -2.20021
H -3.65781 -3.74870 -0.75284
H -2.99003 -3.41516 -2.38259
H -2.33838 -5.47734 -1.55490
C -7.19571 -5.41918 -2.92886
O -7.08195 -4.14035 -3.55351
H -6.20815 -5.72735 -2.59207
H -7.86620 -5.35686 -2.06809
H -7.57694 -6.15242 -3.64311
H -7.96373 -3.88900 -3.83995
*
```

Computed properties:
Electronic energy   -120080.64432 eV
E_LUMO   -0.075 Eh
Strongest force on any atom   4.3 eV/A
Kohn-Sham gap   0.332 Ha
Highest occupied orbital energy   -11.1 eV